Record 1
Here is a 5-piece molecular cluster, C2H15NO4S overall from the OMol25 dataset. Energies are from ωB97M-V/def2-TZVPD.

```
! wB97M-V def2-TZVPD RIJCOSX def2/J DEFGRID3
* xyz 0 1
N -0.094 2.105 -1.427
C 0.776 1.750 -0.309
C 1.252 0.305 -0.438
S 2.267 -0.128 1.004
H -0.772 2.790 -1.126
H 0.346 2.374 -2.292
H 0.157 1.819 0.584
H 1.670 2.377 -0.198
H 0.432 -0.402 -0.475
H 1.830 0.223 -1.359
H 1.791 -1.339 1.313
O -1.934 0.696 1.532
H -1.891 -0.125 1.004
H -2.788 1.066 1.279
O -0.329 -1.677 2.153
H -0.828 -0.983 2.592
H -0.926 -2.384 1.879
O -0.743 -0.839 -2.934
H -1.015 -1.291 -3.732
H -0.301 -0.001 -3.075
O -2.114 -1.455 -0.259
H -1.276 -1.614 -0.738
H -2.710 -1.311 -1.003
*
```

Properties
SMILES = NCCS.O.O.O.O
ΔE to the lowest compared entry with this formula, charge and spin = 28.6 kJ/mol
Gap between HOMO and LUMO = 8.8 eV
Max |F| = 1.21 eV Å⁻¹

Here are the Löwdin charges for atoms 1 to 5, given in e: number 1, N, carries -0.003; number 2, C, carries -0.364; number 3, C, carries -0.570; number 4, S, carries 0.712; number 5, H, carries 0.065

Record 2
Here is a 6-piece molecular cluster, C2H15NO5 overall from the OMol25 dataset. Energies are from ωB97M-V/def2-TZVPD.

```
! wB97M-V def2-TZVPD RIJCOSX def2/J DEFGRID3
* xyz 0 1
C 2.328 -1.253 -0.839
C 2.193 -0.269 0.055
N 1.643 -0.352 1.319
H 2.044 -2.257 -0.552
H 2.921 -1.081 -1.724
H 2.482 0.759 -0.161
H 1.657 -1.142 1.936
H 1.084 0.438 1.594
O -2.413 -0.778 -2.076
H -2.976 -1.317 -1.512
H -1.537 -1.148 -1.930
O -0.977 -2.067 -0.017
H -0.832 -1.320 0.604
H -0.187 -2.044 -0.570
O -1.549 1.528 -0.734
H -1.989 0.785 -1.191
H -0.778 1.871 -1.191
O 0.281 2.574 1.004
H 1.073 2.400 0.491
H -0.271 3.247 0.596
O -1.284 0.116 1.553
H -0.950 0.942 1.155
H -1.965 0.372 2.189
*
```

Properties
SMILES = C=CN.O.O.O.O.O
ΔE to the lowest compared entry with this formula, charge and spin = 97.3 kJ/mol
Gap between HOMO and LUMO = 8.9 eV
Max |F| = 0.81 eV Å⁻¹

Here are the Löwdin charges for atoms 1 to 5, given in e: number 1, C, carries -0.029; number 2, C, carries -0.304; number 3, N, carries 0.055; number 4, H, carries 0.048; number 5, H, carries 0.040

Record 3
Here is C2H16B2KN4O2 as an isolated structure from the OMol25 dataset. Energies are from ωB97M-V/def2-TZVPD.

```
! wB97M-V def2-TZVPD RIJCOSX def2/J DEFGRID3
* xyz -1 1
K -10.156 -25.594 3.883
B -8.296 -26.538 5.884
H -7.971 -25.507 5.472
H -9.385 -26.427 6.228
H -8.048 -27.326 5.051
H -7.624 -26.757 6.811
B -10.098 -23.307 6.864
H -8.964 -23.067 6.754
H -10.396 -24.344 6.419
H -10.334 -23.263 8.010
H -10.785 -22.473 6.406
C -11.595 -27.965 6.388
O -11.822 -27.353 5.345
N -12.097 -27.642 7.599
N -10.878 -29.138 6.356
H -12.763 -26.894 7.620
H -11.684 -28.074 8.399
H -10.937 -29.875 7.028
H -10.491 -29.339 5.451
C -10.047 -25.259 0.257
O -9.524 -25.681 1.300
N -10.253 -23.927 0.131
N -10.371 -26.039 -0.796
H -10.477 -23.434 -0.713
H -10.165 -23.398 0.979
H -10.390 -27.038 -0.791
H -10.782 -25.601 -1.601
*
```

Properties
Gap between HOMO and LUMO = 5.6 eV
Max |F| = 2.32 eV Å⁻¹

Here are the Löwdin charges for atoms 1 to 5, given in e: number 1, K, carries 0.765; number 2, B, carries -0.527; number 3, H, carries -0.081; number 4, H, carries -0.107; number 5, H, carries -0.077

Record 4
Here is a 5-piece molecular cluster, C2H16N2O4 overall from the OMol25 dataset. Energies are from ωB97M-V/def2-TZVPD.

```
! wB97M-V def2-TZVPD RIJCOSX def2/J DEFGRID3
* xyz 0 1
N -0.881 -0.693 -0.760
C 0.368 -1.419 -0.932
C 1.402 -0.504 -1.865
N 0.745 0.646 -2.482
H -0.975 -0.130 -1.604
H -1.031 -0.105 0.041
H 0.123 -2.353 -1.489
H 0.847 -1.459 0.071
H 2.137 -0.123 -1.140
H 1.745 -1.220 -2.581
H 0.997 1.634 -2.338
H 0.575 0.580 -3.475
O -0.299 3.583 -1.452
H -0.502 2.663 -1.747
H -0.351 3.523 -0.494
O -0.905 1.363 2.262
H 0.098 1.195 2.407
H -1.389 0.559 2.489
O 0.790 -0.550 2.896
H 0.785 0.118 3.585
H 0.925 -1.411 3.296
O -1.803 -1.719 2.027
H -2.448 -2.334 1.677
H -0.950 -1.846 1.608
*
```

Properties
SMILES = NCCN.O.O.O.O
ΔE to the lowest compared entry with this formula, charge and spin = 229.9 kJ/mol
Gap between HOMO and LUMO = 8.8 eV
Max |F| = 3.35 eV Å⁻¹

Here are the Löwdin charges for atoms 1 to 5, given in e: number 1, N, carries -0.043; number 2, C, carries -0.242; number 3, C, carries -0.216; number 4, N, carries -0.041; number 5, H, carries 0.037